[1]
DFT (ωB97M-V/def2-TZVPD) results for a cluster of 6 separate species, C39H79N4O5S5 in total at a distorted geometry.

```
132
Properties=species:S:1:pos:R:3:mulliken_charge:R:1
C -3.90 -0.35 5.85 0.246
C -4.19 0.32 4.87 -2.049
C -4.29 1.19 3.64 1.462
C -5.19 0.52 2.53 -1.102
N -5.07 1.38 1.33 -0.029
C -5.25 2.76 1.59 -0.193
N -5.81 3.48 0.65 -0.009
C -6.26 2.99 -0.62 0.395
C -5.38 2.32 -1.53 -0.137
C -5.90 1.83 -2.74 -0.460
N -7.14 1.92 -3.26 -0.536
C -7.92 2.60 -2.39 -0.317
C -7.59 3.13 -1.12 -0.507
N -4.84 3.47 2.75 0.123
C -3.41 3.89 2.49 -0.402
C -2.49 3.95 3.74 -0.394
C -1.11 4.58 3.27 -0.480
C -0.58 5.59 4.35 -0.995
C 0.98 5.56 4.43 -0.921
C 1.52 4.50 5.48 -0.581
C 2.66 3.59 4.87 -0.427
C 4.03 3.71 5.64 -0.905
C 5.23 3.58 4.66 -1.028
C 5.30 2.16 3.97 -0.105
C 6.05 2.34 2.60 -0.609
C 6.66 1.02 2.05 -0.938
C 5.60 -0.11 1.78 -0.570
C 5.08 -0.15 0.29 -0.791
C 3.78 0.72 0.19 -0.037
C 3.35 0.99 -1.29 -0.401
C 1.88 1.62 -1.33 -0.107
C 1.50 2.42 -0.04 -1.136
C -5.00 2.56 3.91 -1.108
H -3.39 -0.88 6.65 0.431
H -3.29 1.29 3.19 0.462
H -6.22 0.52 2.95 0.382
H -4.92 -0.53 2.36 0.472
H -4.25 1.18 0.77 0.324
H -5.92 4.48 0.83 0.396
H -4.32 2.17 -1.28 0.441
H -5.18 1.28 -3.38 0.418
H -8.96 2.77 -2.73 0.350
H -8.36 3.64 -0.51 0.364
H -3.00 3.26 1.67 0.295
H -3.45 4.93 2.08 0.395
H -2.23 2.92 4.06 0.090
H -2.92 4.52 4.59 0.392
H -1.23 5.09 2.29 0.445
H -0.35 3.78 3.16 0.225
H -0.88 6.62 4.02 0.331
H -1.03 5.42 5.34 0.446
H 1.34 6.55 4.80 0.386
H 1.45 5.40 3.44 0.437
H 1.94 5.05 6.36 0.428
H 0.67 3.90 5.88 0.357
H 2.81 3.84 3.80 0.185
H 2.33 2.53 4.97 0.279
H 4.08 2.99 6.49 0.258
H 4.03 4.73 6.11 0.477
H 5.11 4.31 3.83 0.374
H 6.21 3.75 5.15 0.409
H 4.28 1.75 3.81 0.199
H 5.85 1.44 4.62 0.340
H 5.33 2.82 1.89 0.071
H 6.89 3.06 2.74 0.468
H 7.41 0.65 2.79 0.365
H 7.22 1.24 1.11 0.396
H 4.70 -0.01 2.43 0.241
H 6.05 -1.10 2.03 0.404
H 5.83 0.33 -0.38 0.276
H 4.88 -1.20 -0.01 0.417
H 4.03 1.71 0.63 -0.268
H 2.97 0.27 0.80 0.275
H 3.41 0.03 -1.86 0.164
H 4.03 1.77 -1.71 0.274
H 1.12 0.86 -1.58 0.247
H 1.87 2.36 -2.17 0.192
H 2.34 3.12 0.20 0.210
H 0.59 3.04 -0.21 0.424
H 1.29 1.79 0.84 0.255
H -6.09 2.31 3.95 0.486
H -4.77 3.00 4.90 0.342
C -6.01 -1.46 -1.38 -0.460
S -4.51 -2.39 -0.99 0.551
O -3.63 -2.31 -2.18 -0.670
C -5.29 -4.01 -1.00 -0.899
H -5.75 -0.41 -1.46 -0.302
H -6.43 -1.81 -2.32 0.468
H -6.74 -1.60 -0.57 0.408
H -5.75 -4.20 -1.96 0.316
H -6.04 -4.06 -0.21 0.187
H -4.52 -4.76 -0.82 0.413
C -8.84 -8.05 -0.28 -0.962
S -8.37 -6.38 0.19 0.466
O -7.57 -5.80 -0.93 -0.564
C -7.21 -6.86 1.49 -0.944
H -9.54 -7.99 -1.11 0.320
H -7.95 -8.61 -0.59 0.310
H -9.32 -8.55 0.56 0.382
H -6.43 -7.50 1.06 0.309
H -7.75 -7.40 2.27 0.403
H -6.77 -5.96 1.90 0.297
C 3.11 1.93 -5.01 -0.935
S 2.39 0.28 -4.87 0.550
O 3.51 -0.68 -4.72 -0.614
C 1.82 0.18 -6.57 -1.028
H 3.57 2.18 -4.05 0.150
H 3.87 1.93 -5.79 0.436
H 2.32 2.65 -5.24 0.353
H 2.66 0.29 -7.25 0.311
H 1.08 0.96 -6.75 0.403
H 1.37 -0.80 -6.72 0.335
C 4.08 -3.52 -5.36 -0.439
S 4.02 -4.11 -7.05 0.531
O 2.83 -3.48 -7.70 -0.660
C 3.57 -5.81 -6.65 -0.669
H 4.31 -2.46 -5.37 0.145
H 3.11 -3.68 -4.88 0.279
H 4.86 -4.06 -4.81 0.141
H 2.63 -5.82 -6.09 0.329
H 4.37 -6.27 -6.07 0.094
H 3.44 -6.36 -7.58 0.323
C 8.54 -7.66 -5.59 -1.003
S 7.02 -6.81 -5.14 0.490
O 6.90 -5.62 -6.03 -0.577
C 7.60 -6.22 -3.54 -0.997
H 8.41 -8.08 -6.59 0.324
H 9.37 -6.96 -5.60 0.320
H 8.72 -8.47 -4.88 0.381
H 8.50 -5.61 -3.68 0.327
H 7.82 -7.07 -2.90 0.397
H 6.81 -5.62 -3.09 0.296
```

Output
Charge   +1
Multiplicity   1

---

[2]
DFT (ωB97M-V/def2-TZVPD) results for a cluster of 5 separate species, C39H84ClO8PS2 in total at a distorted geometry.

```
135
Properties=species:S:1:pos:R:3:mulliken_charge:R:1
C -3.12 -3.68 3.84 -0.909
C -2.61 -4.24 2.43 -0.633
C -2.53 -3.16 1.26 -0.136
C -3.94 -2.63 0.71 2.011
C -3.98 -1.07 1.04 -0.663
C -4.10 -0.70 2.59 0.057
C -4.12 0.93 2.66 -0.663
C -2.68 1.43 3.15 -0.817
C -1.62 1.58 1.93 -0.220
O -0.51 0.70 2.24 -0.382
C 0.05 0.13 1.09 0.703
C 0.97 -1.16 1.35 -0.834
O -0.07 0.55 -0.06 -0.564
O -4.94 -3.53 1.28 -0.384
S -5.19 -4.70 0.08 1.226
O -4.61 -6.06 0.30 -0.677
O -6.63 -4.99 -0.25 -0.560
O -4.22 -4.08 -1.16 -0.449
C -4.16 -2.62 -0.90 0.417
C -2.81 -2.22 -1.66 -1.296
C -2.98 -1.92 -3.22 0.244
C -2.76 -0.33 -3.40 -0.847
Cl -1.63 -2.74 -4.19 -0.215
P -5.83 -2.06 -1.59 0.785
O -5.73 -0.63 -2.53 -0.459
O -6.33 -3.27 -2.69 -0.525
S -7.23 -1.76 -0.28 -0.235
H -2.35 -3.00 4.34 0.219
H -4.14 -3.20 3.71 0.166
H -3.28 -4.55 4.56 0.399
H -3.21 -5.17 2.19 0.254
H -1.54 -4.61 2.60 0.420
H -1.86 -3.61 0.46 0.332
H -1.95 -2.26 1.66 -0.600
H -4.78 -0.48 0.49 0.258
H -2.97 -0.64 0.69 -0.656
H -3.22 -1.01 3.22 -0.220
H -5.11 -1.05 2.97 0.284
H -4.86 1.20 3.48 0.396
H -4.47 1.41 1.69 0.257
H -2.22 0.73 3.93 0.320
H -2.79 2.45 3.64 0.361
H -1.28 2.66 1.91 0.357
H -2.19 1.30 0.99 0.251
H 2.01 -0.77 1.64 0.231
H 0.62 -1.76 2.26 0.275
H 1.09 -1.79 0.42 0.313
H -2.26 -1.35 -1.21 -0.062
H -2.11 -3.13 -1.59 0.671
H -3.95 -2.28 -3.68 0.359
H -3.30 0.08 -4.31 0.385
H -1.67 -0.02 -3.33 0.124
H -3.30 0.14 -2.49 0.140
H -6.63 -0.23 -2.42 0.260
H -7.31 -3.38 -2.61 0.391
C -0.35 3.94 -6.99 -1.188
C 0.58 3.97 -5.78 -0.347
C 1.82 3.09 -5.95 -0.763
C 1.54 1.59 -6.12 -0.880
C 0.74 0.94 -4.99 -0.068
C 1.46 0.99 -3.65 -0.968
H -0.75 2.94 -7.17 0.279
H -1.19 4.62 -6.83 0.373
H 0.18 4.27 -7.89 0.296
H 0.02 3.68 -4.89 0.251
H 0.91 5.00 -5.62 0.361
H 2.48 3.24 -5.09 0.309
H 2.38 3.43 -6.83 0.404
H 2.49 1.07 -6.23 0.380
H 1.00 1.42 -7.07 0.336
H 0.56 -0.11 -5.25 0.353
H -0.24 1.41 -4.90 0.131
H 2.43 0.49 -3.71 0.315
H 0.87 0.48 -2.88 0.216
H 1.62 2.02 -3.31 0.264
C -11.26 3.82 -1.81 -1.214
C -9.81 3.41 -2.00 -0.514
C -9.52 1.98 -1.56 -0.166
C -9.74 1.69 -0.08 -0.608
C -8.94 2.56 0.89 -0.607
C -7.44 2.39 0.75 -0.827
H -11.55 3.79 -0.75 0.286
H -11.42 4.84 -2.17 0.380
H -11.93 3.16 -2.36 0.293
H -9.15 4.11 -1.47 0.255
H -9.56 3.51 -3.06 0.387
H -8.48 1.73 -1.83 -0.112
H -10.14 1.29 -2.15 0.433
H -9.50 0.63 0.11 0.263
H -10.81 1.79 0.15 0.354
H -9.23 2.30 1.91 0.371
H -9.21 3.61 0.76 0.281
H -7.14 1.35 0.92 0.070
H -6.92 3.01 1.49 0.446
H -7.09 2.70 -0.24 0.270
C 7.77 -1.61 1.42 -0.849
C 7.36 -2.89 2.15 -0.465
C 6.09 -3.52 1.58 -0.962
C 4.83 -2.66 1.70 -0.520
C 4.46 -2.23 3.12 -0.075
C 4.14 -3.39 4.04 -1.298
H 7.01 -0.83 1.52 0.308
H 8.70 -1.23 1.84 0.102
H 7.93 -1.81 0.36 0.330
H 7.25 -2.69 3.21 0.204
H 8.18 -3.62 2.06 0.402
H 5.92 -4.48 2.09 0.356
H 6.25 -3.77 0.53 0.380
H 3.99 -3.23 1.27 0.389
H 4.94 -1.77 1.07 0.366
H 3.58 -1.58 3.06 0.138
H 5.26 -1.62 3.55 0.243
H 3.32 -3.99 3.65 0.285
H 3.85 -3.02 5.03 0.404
H 5.01 -4.05 4.18 0.306
C 13.32 3.00 1.40 -1.202
C 12.91 1.73 2.13 -0.514
C 11.64 1.09 1.57 -0.542
C 10.38 1.95 1.68 -0.624
C 10.01 2.39 3.09 -0.434
C 9.69 1.23 4.02 -0.964
H 12.56 3.79 1.50 0.284
H 14.25 3.39 1.82 0.378
H 13.48 2.81 0.34 0.291
H 12.80 1.93 3.20 0.248
H 13.73 1.00 2.04 0.385
H 11.47 0.14 2.07 0.254
H 11.80 0.85 0.51 0.406
H 9.54 1.39 1.25 0.311
H 10.49 2.84 1.05 0.351
H 9.12 3.04 3.04 0.353
H 10.80 3.00 3.53 0.263
H 8.87 0.63 3.63 0.103
H 9.40 1.60 5.01 0.385
H 10.56 0.58 4.16 0.272
```

Output
Multiplicity   1

---

[3]
DFT (ωB97M-V/def2-TZVPD) results for a cluster of 5 separate species, C39H84N4O5 in total at a distorted geometry.

```
132
Properties=species:S:1:pos:R:3:mulliken_charge:R:1
C 24.73 -20.51 -6.58 -1.886
C 23.60 -19.66 -5.97 1.816
C 23.40 -20.06 -4.51 -1.925
C 23.98 -18.18 -5.97 -0.685
C 23.76 -17.48 -7.31 -0.758
C 22.35 -17.72 -7.82 -1.279
C 21.97 -19.20 -7.93 1.576
C 20.48 -19.30 -8.21 -1.913
C 22.74 -19.78 -9.13 -1.543
N 22.33 -19.82 -6.66 1.610
O 21.86 -21.16 -6.61 -0.698
H 24.51 -21.58 -6.56 0.375
H 24.99 -20.23 -7.60 0.339
H 25.63 -20.37 -5.98 0.459
H 24.34 -20.01 -3.96 0.551
H 22.67 -19.41 -4.02 -0.002
H 23.02 -21.08 -4.42 0.403
H 23.48 -17.63 -5.17 -0.428
H 25.06 -18.14 -5.76 0.549
H 23.93 -16.40 -7.32 0.430
H 24.51 -17.88 -8.00 0.321
H 22.23 -17.26 -8.81 0.418
H 21.63 -17.17 -7.20 0.228
H 20.25 -18.82 -9.16 0.547
H 19.90 -18.78 -7.45 0.249
H 20.14 -20.33 -8.29 0.395
H 22.96 -20.85 -8.96 0.226
H 23.72 -19.37 -9.35 0.303
H 22.15 -19.79 -10.05 0.462
H 22.38 -21.65 -7.27 0.291
C 22.70 -13.20 -4.03 -2.210
C 22.62 -14.11 -2.82 2.246
C 22.97 -15.55 -3.27 -1.951
C 23.73 -13.69 -1.84 -1.294
C 23.46 -14.16 -0.40 -0.596
C 22.09 -13.73 0.04 -1.471
C 20.95 -14.22 -0.85 2.017
C 20.62 -15.69 -0.55 -1.551
C 19.72 -13.41 -0.43 -1.986
N 21.28 -13.93 -2.24 0.159
O 20.28 -14.35 -3.13 -0.500
H 23.74 -13.03 -4.34 0.390
H 22.14 -13.58 -4.88 0.335
H 22.25 -12.24 -3.79 0.533
H 22.13 -15.98 -3.83 0.432
H 23.83 -15.53 -3.94 0.576
H 23.21 -16.21 -2.43 0.160
H 24.66 -14.18 -2.11 0.331
H 23.82 -12.60 -1.84 0.419
H 23.60 -15.24 -0.27 0.309
H 24.22 -13.75 0.27 0.399
H 22.06 -12.63 0.07 0.367
H 21.89 -14.05 1.07 0.476
H 20.54 -15.89 0.52 0.547
H 21.38 -16.39 -0.92 0.203
H 19.67 -15.99 -1.00 0.296
H 19.83 -12.34 -0.61 0.473
H 19.57 -13.52 0.65 0.400
H 18.80 -13.75 -0.91 0.218
H 20.37 -15.31 -3.20 0.228
C 14.05 -18.01 -3.65 -1.383
C 14.94 -16.75 -3.61 2.206
C 15.57 -16.61 -2.21 -2.092
C 16.08 -16.88 -4.61 -0.708
C 15.63 -16.69 -6.07 -1.007
C 14.92 -15.34 -6.19 -1.259
C 13.75 -15.22 -5.23 1.715
C 13.31 -13.74 -5.26 -2.095
C 12.55 -16.05 -5.69 -1.748
N 14.22 -15.50 -3.87 0.227
O 13.16 -15.40 -2.94 -0.508
H 14.41 -18.72 -2.90 0.149
H 13.05 -17.76 -3.28 0.410
H 14.05 -18.48 -4.63 0.267
H 16.02 -15.62 -2.16 0.586
H 14.79 -16.70 -1.45 0.404
H 16.36 -17.35 -2.09 0.226
H 16.91 -16.22 -4.37 0.417
H 16.46 -17.90 -4.56 -0.136
H 16.55 -16.67 -6.65 0.459
H 14.99 -17.51 -6.40 0.320
H 14.58 -15.18 -7.22 0.491
H 15.68 -14.57 -6.03 0.385
H 14.06 -13.10 -4.78 0.434
H 12.37 -13.59 -4.74 0.475
H 13.16 -13.41 -6.28 0.430
H 12.79 -17.09 -5.89 0.299
H 12.12 -15.60 -6.59 0.468
H 11.74 -15.94 -4.97 0.363
H 13.15 -14.47 -2.71 0.355
C 16.46 -21.67 0.69 -1.859
C 17.31 -20.82 -0.28 1.407
C 16.49 -20.47 -1.51 -1.773
C 17.66 -19.48 0.43 -0.707
C 18.75 -19.64 1.46 -0.895
C 19.98 -20.27 0.82 -0.969
C 19.71 -21.60 0.14 1.513
C 20.90 -21.97 -0.71 -1.885
C 19.51 -22.69 1.21 -1.991
N 18.54 -21.45 -0.71 1.471
O 18.27 -22.65 -1.41 -0.608
H 15.43 -21.34 0.61 0.481
H 16.54 -22.74 0.50 0.330
H 16.73 -21.50 1.73 0.291
H 15.73 -19.71 -1.32 0.423
H 17.14 -20.14 -2.33 0.163
H 15.92 -21.33 -1.88 0.456
H 17.89 -18.71 -0.31 -0.261
H 16.70 -19.21 0.89 0.581
H 19.01 -18.64 1.83 0.444
H 18.41 -20.20 2.33 0.392
H 20.73 -20.37 1.60 0.383
H 20.40 -19.57 0.08 0.215
H 21.09 -21.20 -1.46 0.074
H 20.79 -22.91 -1.24 0.424
H 21.78 -22.02 -0.07 0.487
H 18.94 -23.53 0.79 0.338
H 18.92 -22.38 2.08 0.303
H 20.45 -23.13 1.54 0.476
H 18.52 -22.45 -2.32 0.359
C 19.47 -20.47 -4.32 -0.881
C 19.33 -18.97 -4.25 1.441
C 19.35 -18.43 -2.83 1.404
O 20.45 -18.35 -4.92 -0.019
H 20.41 -20.84 -3.92 0.108
H 19.35 -20.86 -5.33 0.481
H 18.66 -20.95 -3.77 0.109
H 18.44 -18.62 -4.77 -0.608
H 19.78 -17.43 -2.77 -0.684
H 19.86 -19.07 -2.11 -0.317
H 18.31 -18.32 -2.53 -0.794
H 20.78 -18.94 -5.61 -0.842
```

Output
Multiplicity   1

---

| no. | gap between HOMO and LUMO (eV) |
| --- | --- |
| 1 | 5.0 |
| 2 | 9.7 |
| 3 | 8.8 |